1.
Molecular formula: C6H4O2
Method: DFT, ωB97M-V with the def2-TZVPD basis set

Geometry (Å):
C: -0.21 -0.99 -1.53
C: -1.42 -0.62 -1.06
C: 1.03 -0.56 -1.08
C: -1.43 0.07 0.16
C: 1.53 -0.11 -0.01
C: -0.71 0.53 0.99
O: 2.49 0.43 0.71
O: -0.20 1.00 2.18
H: -0.12 -1.52 -2.51
H: -2.36 -0.92 -1.73
H: 2.18 1.08 1.26
H: -0.77 1.62 2.64

Output
- Energy: -381.17212 Eh
- <S²>: 2.0168
- HOMO-LUMO gap (spin up / spin down): 5.578 / 7.189 eV
- Energy above the lowest of the compared OMol25 structures with the same formula, charge and spin: 15.1 kcal per mole
- Total charge: 0
- Strongest force on any atom: 7.541 eV Å⁻¹
- 2S+1: 3


2.
Molecular formula: C15H14F3NO8
Method: DFT, ωB97M-V with the def2-TZVPD basis set

Geometry (Å):
O: 3.21 0.11 3.02
C: 2.07 0.21 3.25
O: 1.10 -0.35 2.51
C: 1.19 0.17 1.12
C: -0.15 0.07 0.41
C: -1.33 0.90 0.96
C: -1.30 2.40 0.49
O: 0.01 2.83 0.06
C: 0.54 3.73 0.84
F: 1.70 4.07 0.33
F: -0.18 4.83 0.95
F: 0.78 3.30 2.08
C: -2.59 0.15 0.46
C: -3.19 -0.35 1.84
C: -2.87 0.90 2.65
O: -3.58 1.63 3.25
N: -1.49 1.00 2.44
H: 1.73 0.77 4.13
H: 1.84 -0.51 0.56
H: 1.65 1.16 1.09
H: 0.02 0.40 -0.61
H: -0.38 -0.99 0.36
H: -1.73 3.06 1.24
H: -1.96 2.48 -0.38
H: -3.39 0.80 0.09
H: -2.44 -0.76 -0.12
H: -2.44 -1.03 2.22
H: -4.22 -0.70 1.84
H: -1.07 1.80 2.90
C: 0.20 -2.82 -3.72
C: 0.37 -2.26 -2.47
C: 1.85 -2.06 -2.06
O: 2.14 -1.50 -0.99
C: 2.88 -2.55 -2.92
C: 2.71 -3.13 -4.18
C: 1.23 -3.23 -4.64
O: 0.92 -3.65 -5.76
O: 3.60 -3.56 -4.93
O: -0.52 -1.89 -1.67
H: -0.81 -2.98 -4.10
H: 3.88 -2.44 -2.52

Output
- Energy: -1536.27340 Eh
- HOMO-LUMO gap: 4.491 eV
- Total charge: -2
- Strongest force on any atom: 3.514 eV Å⁻¹


3.
Molecular formula: C39H33N7O2SW
Method: DFT, ωB97M-V with the def2-TZVPD basis set

Geometry (Å):
W: -0.52 0.04 -0.32
O: -7.40 0.76 -1.16
C: -6.57 1.13 -2.02
O: -6.75 1.78 -3.07
C: -5.08 0.81 -1.71
C: -4.06 1.12 -2.60
C: -2.77 0.94 -2.16
N: -2.50 0.40 -0.94
C: -3.51 0.09 -0.08
C: -4.81 0.28 -0.45
C: -2.90 -0.27 1.22
C: -3.29 0.27 2.40
C: -2.49 0.32 3.64
C: -1.17 0.32 3.65
C: -0.30 0.36 2.43
N: -1.75 -1.01 0.94
C: -1.53 1.31 -2.86
C: -1.56 2.19 -3.88
C: -0.51 2.68 -4.75
C: 0.61 1.98 -4.98
C: 0.96 0.77 -4.17
N: -0.34 0.90 -2.15
H: -4.29 1.59 -3.54
H: -5.61 0.05 0.21
H: -4.19 0.84 2.44
H: -3.05 0.32 4.56
H: -0.61 0.28 4.59
H: 0.77 0.39 2.72
H: -2.55 2.53 -4.12
H: -0.66 3.57 -5.30
H: 1.39 2.41 -5.57
H: 1.96 0.37 -4.42
N: -1.04 3.19 2.66
C: -1.06 2.55 1.47
S: -1.66 3.34 0.14
N: -0.58 1.30 1.36
N: -0.55 -0.89 1.63
C: 0.19 -2.15 1.71
C: 0.41 -2.76 3.05
C: -0.21 -3.95 3.46
C: -0.03 -4.46 4.72
C: 0.85 -3.85 5.57
C: 1.54 -2.71 5.17
C: 1.31 -2.18 3.91
C: 0.71 -2.56 0.52
C: 1.50 -3.78 0.44
C: 2.03 -4.18 -0.75
C: 1.77 -3.37 -1.92
C: 1.01 -2.25 -1.81
N: 0.56 -1.75 -0.58
H: -1.55 4.07 2.67
H: -0.99 2.69 3.55
H: -0.91 -4.40 2.75
H: -0.57 -5.34 5.06
H: 1.05 -4.29 6.54
H: 2.22 -2.18 5.82
H: 1.94 -1.33 3.63
H: 1.66 -4.40 1.32
H: 2.61 -5.09 -0.82
H: 2.11 -3.65 -2.90
H: 0.82 -1.61 -2.64
C: 1.33 3.06 -1.25
C: 1.96 1.84 -1.91
C: 3.07 2.42 -2.79
C: 0.88 1.10 -2.69
C: 2.61 0.92 -0.89
C: 3.27 -0.21 -1.36
C: 4.07 -0.98 -0.53
C: 4.23 -0.63 0.80
C: 3.51 0.43 1.31
C: 2.69 1.20 0.48
H: 0.77 3.65 -1.98
H: 2.11 3.70 -0.81
H: 0.65 2.83 -0.46
H: 2.68 3.18 -3.48
H: 3.54 1.66 -3.43
H: 3.85 2.88 -2.19
H: 0.21 -0.02 -4.40
H: 3.23 -0.43 -2.41
H: 4.56 -1.80 -0.97
H: 4.92 -1.15 1.44
H: 3.60 0.70 2.35
H: 2.21 2.08 0.89

Output
- Energy: -2504.89226 Eh
- <S²>: 2.0713
- HOMO-LUMO gap (spin up / spin down): 5.666 / 6.350 eV
- Energy above the lowest of the compared OMol25 structures with the same formula, charge and spin: 70.7 kcal per mole
- Total charge: 0
- Strongest force on any atom: 1.748 eV Å⁻¹
- 2S+1: 3